11
Properties=species:S:1:pos:R:3:mulliken_charge:R:1 method="wB97M-V/def2-TZVPD" lumo_ha=0.0162 homo_ev=-9.88
N -1.21124 -0.86699 2.46460 -0.11
C -0.69842 -0.60363 1.44619 -0.15
O 0.91223 -1.52394 -0.06290 -0.36
C 1.15329 -0.81743 -1.00588 -0.20
C -0.24028 1.42899 -0.81234 -0.18
O -0.92585 1.38744 0.17589 -0.38
H -1.71772 -0.95624 3.31142 0.29
H 0.57781 -0.88946 -1.94687 0.27
H 1.98133 -0.08529 -0.98561 0.27
H 0.78211 1.84840 -0.79255 0.27
H -0.61326 1.07816 -1.79195 0.27

11
Properties=species:S:1:pos:R:3:mulliken_charge:R:1 method="wB97M-V/def2-TZVPD" lumo_ha=-0.0136 homo_ev=-9.63
O 1.82540 -0.08322 0.40938 -0.74
C 0.80337 -0.83219 -0.06917 -0.39
C -0.44024 -0.01993 0.20982 0.24
O 0.11648 1.54404 -0.14927 -0.59
C -1.62608 -0.38168 -0.55098 0.15
N -2.55459 -0.66610 -1.18089 -0.35
H 1.20631 1.08010 0.12214 0.46
H 0.89348 -1.19047 -1.11549 0.33
H 0.42250 -1.72951 0.49993 0.26
H -0.59839 0.05330 1.28438 0.26
H -0.04826 2.22565 0.54016 0.37

11
Properties=species:S:1:pos:R:3:mulliken_charge:R:1 method="wB97M-V/def2-TZVPD" lumo_ha=0.0340 homo_ev=-9.73 smiles="ON=C1COC1"
O -0.05734 1.54073 -1.68576 -0.38
N -0.96376 0.85975 -0.86872 -0.56
C -0.32818 0.14298 -0.04720 0.45
C -0.71148 -0.83614 1.02896 -0.21
O 0.68679 -1.11634 1.24501 -0.39
C 1.10565 -0.20756 0.20649 -0.18
H -0.60710 1.85040 -2.41250 0.36
H -1.26683 -1.71642 0.67836 0.21
H -1.20093 -0.41499 1.91485 0.22
H 1.73970 0.60572 0.57493 0.25
H 1.60348 -0.70813 -0.63441 0.24

11
Properties=species:S:1:pos:R:3:mulliken_charge:R:1 method="wB97M-V/def2-TZVPD" lumo_ha=0.0103 homo_ev=-9.52
N 1.71136 0.50892 -0.32483 -0.60
C 0.94926 -0.63536 -0.03493 -0.07
C -0.37358 -1.01683 0.00715 -0.46
C -1.44936 -0.05228 0.02708 0.59
O -2.60578 -0.38624 -0.15210 -0.56
O -1.12302 1.32681 0.02443 -0.53
H 1.25976 1.42553 0.29374 0.30
H 2.60017 0.53524 0.58200 0.34
H 1.61176 -1.53244 0.01486 0.26
H -0.58237 -2.04606 -0.09939 0.37
H -1.99820 1.87270 -0.33801 0.36

11
Properties=species:S:1:pos:R:3:lowdin_spin:R:1 method="wB97M-V/def2-TZVPD" multiplicity=3 lumo_ha="-0.0031 / -0.0316" homo_ev="-8.19 / -8.53"
C 1.01425 1.08664 -0.73255 0.17
C -0.37888 -1.67981 0.31700 0.00
C 0.19676 0.63621 0.49315 0.05
N -0.03624 2.38355 -1.79765 1.42
O 1.14849 2.16009 -1.42482 0.36
O 0.51748 -0.67314 0.85679 0.01
H -1.37304 -1.41722 0.71065 0.00
H -0.06516 -2.66022 0.90414 0.00
H -0.45117 -1.83725 -0.73349 0.00
H -0.93508 0.61385 0.23149 -0.01
H 0.36258 1.38732 1.17529 0.01

12
Properties=species:S:1:pos:R:3:lowdin_spin:R:1 method="wB97M-V/def2-TZVPD" multiplicity=2 lumo_ha="0.1119 / 0.0352" homo_ev="-4.05 / -4.05" charge=-1
C -0.43174 -0.14320 0.38063 0.00
C 0.65682 0.61102 1.18296 0.07
S 0.01854 0.80208 3.04354 0.90
N 0.13458 -1.03059 -0.75640 0.00
C -0.11102 -0.49738 -2.14534 0.00
O -0.32226 0.70790 -2.23538 0.00
O -0.00060 -1.31113 -3.10332 0.00
H -0.95507 -0.80870 1.07741 0.00
H -1.04776 0.57904 -0.09402 0.00
H 0.91151 1.65214 1.09300 0.01
H 1.56025 0.06728 1.43839 0.02
H 0.19101 -2.10572 -0.71653 0.00

12
Properties=species:S:1:pos:R:3:mulliken_charge:R:1 method="wB97M-V/def2-TZVPD" lumo_ha="-0.0169 / -0.0668" homo_ev="-9.01 / -10.46"
C 0.77872 0.39865 -0.85458 -0.06
C 1.48335 -0.88697 -0.76032 -0.02
C -0.50424 0.61292 -0.12272 -1.20
N 2.72299 -1.27604 -0.22854 0.99
O 2.98278 -0.91503 0.87555 -0.55
O 3.45976 -1.98026 -0.87267 -0.57
S 0.83627 -0.78305 -2.30695 -0.09
H 1.24077 1.30765 -1.16201 0.42
H 0.40707 -3.01407 0.46673 0.04
H -1.03834 1.48277 -0.32652 0.39
H -0.36871 0.67536 0.99850 0.27
H -1.17623 -0.16591 -0.22970 0.38

12
Properties=species:S:1:pos:R:3:mulliken_charge:R:1 method="wB97M-V/def2-TZVPD" lumo_ha=-0.0093 homo_ev=-9.35 smiles="C/C=C/N=S(=O)=O"
C -0.56481 -1.84894 -1.20969 -0.94
C -0.31533 -0.42418 -0.89587 0.12
C 0.32593 0.16316 0.11479 -0.31
N 0.47659 1.56378 0.27308 -0.29
S 0.56413 2.24130 1.61753 0.88
O 0.75034 3.65288 1.62190 -0.45
O 0.60907 1.56649 2.83824 -0.43
H 0.46866 -2.37272 -1.08168 0.25
H -1.20330 -2.29124 -0.34075 0.23
H -1.08870 -2.03065 -2.10983 0.33
H -0.80920 0.25583 -1.65295 0.24
H 0.78663 -0.47572 0.82524 0.37

12
Properties=species:S:1:pos:R:3:mulliken_charge:R:1 method="wB97M-V/def2-TZVPD" lumo_ha=-0.0039 homo_ev=-8.70 smiles="CO/C(C=O)=N/S"
C -0.92608 1.09409 -1.36658 -0.60
O -1.01638 -0.15113 -0.66221 -0.37
C -0.08921 -0.40403 0.22780 0.63
C -0.27584 -1.74044 0.85622 0.10
O 0.46676 -2.19917 1.69798 -0.46
N 0.87464 0.40136 0.45160 -0.46
S 2.11432 0.07692 1.57197 -0.11
H -1.74408 1.13690 -2.09142 0.23
H -1.03206 1.86132 -0.57148 0.29
H -0.01646 1.07212 -1.97815 0.28
H -1.16565 -2.32127 0.51851 0.33
H 2.81004 1.17334 1.34576 0.14

12
Properties=species:S:1:pos:R:3:mulliken_charge:R:1 method="wB97M-V/def2-TZVPD" lumo_ha=-0.0042 homo_ev=-8.92 smiles="CNC(=S)C(=O)O"
C -1.52748 0.13996 -1.90746 -0.86
N -1.29639 0.46561 -0.48959 -0.15
C -0.30496 0.22587 0.29784 0.22
S -0.27584 0.48838 1.90336 -0.42
C 0.97692 -0.39304 -0.41439 0.66
O 1.00383 -0.47947 -1.59821 -0.48
O 1.94355 -0.92673 0.43139 -0.47
H -0.88505 0.76211 -2.45188 0.33
H -2.47622 0.49432 -2.19755 0.38
H -1.41680 -0.98598 -2.14951 0.25
H -2.03093 0.97585 -0.14760 0.22
H 1.85113 -0.90678 1.39856 0.32

Energy per entry: -8773.0227 -8773.8132 -8774.0137 -8774.7960 -8767.3510 -19612.2234 -19604.0473 -19609.4455 -19610.6847 -19611.8637 eV